Record 1
37
Properties=species:S:1:pos:R:3:forces:R:3 method="wB97M-V/def2-TZVPD" gap_ev="6.2 / 5.4" spin_multiplicity=5 charge=+1 relative_energy_ev=1.377 s_squared=6.0435
Pt -0.03028 -3.14732 -0.29841 -0.548 3.003 0.059
Br 2.42312 -3.01850 -0.30374 0.195 1.462 -0.116
O -3.61605 0.92145 -0.43098 1.470 -0.292 -1.015
O -0.03915 -4.82772 -0.30575 -0.031 -5.154 -0.041
O -2.01886 -3.02801 -0.30140 0.994 3.311 -0.047
N -1.23689 -0.65391 -0.27497 0.938 -0.233 0.127
N 0.00106 -1.16554 -0.29024 -2.040 -0.676 0.016
C -3.92703 -2.15087 1.49529 -0.175 0.226 0.121
C 2.40972 -0.99416 -0.40472 -3.759 0.760 0.168
C -5.10426 0.35707 1.35052 -0.067 -0.133 0.134
C 3.13466 2.05852 -1.06510 0.064 0.541 0.011
C -4.05869 0.03139 0.49252 -0.954 0.226 0.697
C 5.84536 2.60611 -0.76666 -0.154 -0.203 0.034
C -3.45762 -1.22664 0.56026 0.040 -0.065 0.266
C -2.35349 -1.58633 -0.41261 -1.090 -1.746 -0.204
C 4.96063 3.63270 -1.07414 -0.024 -0.008 0.001
C 3.63256 -0.39009 -0.55108 1.842 0.568 -0.211
C 4.01041 1.01215 -0.73318 -0.530 -0.931 -0.037
C -5.56473 -0.56822 2.27536 0.250 -0.125 -0.169
C 1.12154 -0.40006 -0.32226 3.409 -0.325 -0.184
C 5.37617 1.31235 -0.60187 0.357 0.339 -0.033
C -4.97433 -1.82473 2.34588 -0.024 0.138 -0.030
C 3.60769 3.35375 -1.22703 0.056 -0.256 0.052
H 1.01063 0.67085 -0.28520 0.173 0.081 0.107
H -2.76574 -1.43522 -1.42281 0.300 -0.028 -0.051
H 5.32440 4.64301 -1.20475 -0.002 -0.006 0.004
H -4.01518 1.79181 -0.48839 -0.546 -0.151 0.536
H 2.08236 1.91510 -1.24026 -0.062 -0.235 -0.029
H -5.33765 -2.54844 3.06224 0.045 -0.034 -0.027
H -6.38334 -0.31333 2.93442 0.006 0.030 -0.015
H 6.08848 0.53193 -0.36486 -0.105 -0.087 0.007
H -3.49474 -3.13769 1.56562 0.139 0.045 -0.183
H 4.47600 -1.07348 -0.53812 0.052 0.136 0.156
H -5.57173 1.33323 1.29530 0.071 0.024 -0.088
H 2.92020 4.14871 -1.48305 -0.015 -0.030 -0.012
H 6.90047 2.81615 -0.65779 0.002 -0.036 0.009
H -1.37567 0.35397 -0.32802 -0.278 -0.136 -0.011

***

Record 2
38
Properties=species:S:1:pos:R:3:forces:R:3 method="wB97M-V/def2-TZVPD" gap_ev=8.6 relative_energy_ev=0.000 smiles="O=C(COC(=O)CCOc1ccccc1)Nc1ncc(Cl)cc1Cl"
Cl 5.75905 2.81384 -0.28934 0.033 0.054 -0.010
Cl 7.69122 -2.10792 0.78324 0.133 -0.161 0.041
O 1.01456 2.02799 -0.46989 -0.107 0.093 -0.007
O -0.01427 -0.42559 -0.43743 -0.082 0.033 0.323
O -3.93613 -1.24081 -1.01089 -0.345 0.138 0.049
O 0.39276 -0.12166 -2.62129 0.092 0.015 -0.012
N 3.14133 1.39979 -0.18748 0.338 0.802 -0.077
N 4.03399 -0.70845 0.27601 -0.269 0.367 -0.032
C 5.06622 -1.50198 0.49553 0.466 -0.044 0.026
C -2.56083 -1.43020 -1.23259 0.436 0.014 0.020
C -3.49994 0.10821 0.98960 0.185 -0.192 -0.216
C 1.79737 1.12979 -0.29571 -0.138 -0.355 0.058
C 1.37613 -0.32696 -0.19101 -0.068 -0.112 -0.280
C -5.72007 -0.29727 0.16011 0.137 -0.075 -0.128
C 5.52053 1.12951 0.01680 -0.051 -0.306 0.039
C -4.04331 0.85141 2.02564 -0.123 0.061 0.079
C -4.34047 -0.47368 0.04659 -0.170 0.028 0.063
C 6.37366 -1.04273 0.49120 -0.292 0.306 -0.079
C 6.60546 0.30925 0.24676 -0.311 -0.196 0.022
C -5.40971 1.02524 2.13615 0.032 0.096 0.151
C -0.38840 -0.23065 -1.71654 -0.237 0.008 -0.344
C 4.22019 0.57958 0.03455 0.603 -0.220 0.088
C -1.88913 -0.18617 -1.84042 -0.141 -0.172 0.101
C -6.24722 0.44497 1.19601 0.020 -0.032 -0.048
H -7.31694 0.57260 1.27093 -0.088 0.000 -0.006
H -5.82094 1.60804 2.94626 -0.028 0.049 0.066
H -6.35576 -0.75715 -0.58007 -0.076 -0.055 -0.089
H 7.60900 0.70426 0.23714 0.065 0.054 -0.006
H -2.05322 -1.71802 -0.30468 -0.097 -0.008 -0.117
H 1.94207 -0.92209 -0.91466 -0.135 0.080 0.242
H -2.42825 -0.00361 0.93686 0.111 -0.033 -0.058
H -2.23430 0.69968 -1.30148 0.044 -0.001 -0.021
H 3.37261 2.38210 -0.31623 -0.242 -0.240 0.026
H 1.55336 -0.70771 0.81497 -0.021 0.009 -0.166
H 4.82915 -2.53890 0.68183 0.139 -0.148 0.039
H -3.38057 1.30007 2.75113 0.054 0.033 0.049
H -2.50236 -2.26493 -1.93630 0.050 0.087 0.134
H -2.15686 -0.07985 -2.89129 0.084 0.021 0.085

***

Record 3
37
Properties=species:S:1:pos:R:3:forces:R:3 method="wB97M-V/def2-TZVPD" gap_ev="6.0 / 6.2" spin_multiplicity=4 charge=+1 s_squared=3.8106
Tc -1.63892 -0.68967 0.29477 -0.500 -1.581 -0.562
Se -0.71058 -2.05385 -1.43125 0.091 0.137 0.588
Cl -1.50067 4.34308 0.70101 0.209 -0.971 -0.222
Cl -2.02029 -0.65397 3.00702 -0.706 0.289 -0.221
S -0.59481 1.13401 0.81460 1.529 0.977 -0.577
O -5.81238 -0.60575 -0.37658 2.765 0.490 0.137
N -3.42675 -0.56750 -0.30542 0.736 0.079 0.032
C -1.99104 1.72342 1.64205 -0.810 0.179 0.746
C -2.76464 0.88456 2.52074 0.913 1.758 0.554
C -3.86305 1.40877 3.21667 1.004 -1.493 -1.264
C 1.70854 -0.86302 -2.39281 -1.058 0.281 0.653
C 2.01861 -1.87672 -0.18451 -1.745 0.495 -0.628
C 3.94947 -0.78880 -1.35652 -2.801 -1.017 0.685
C 5.37025 -0.43729 -1.31961 1.450 1.542 0.192
C -2.40521 3.05393 1.43424 -0.082 0.144 0.191
C -4.31762 2.65122 2.80191 -0.848 -0.673 0.876
C 1.44669 -2.58561 1.03599 0.628 -0.527 0.196
C -4.62559 -0.53679 -0.32821 -3.263 -0.697 -0.220
C -3.61277 3.45372 1.95781 -0.270 0.513 -0.078
C 0.72752 -0.32030 -3.41241 0.578 0.642 0.154
C 3.34899 -1.49147 -0.26366 0.682 -0.231 0.045
C 1.12421 -1.49458 -1.25355 2.407 -0.378 -0.042
C 3.05972 -0.50045 -2.40016 0.768 0.579 -0.421
H 0.31744 -0.98202 -4.17545 0.135 -0.343 0.284
H -4.01905 4.43476 1.75491 0.244 0.065 -0.138
H -4.32466 0.74174 3.93202 -0.362 0.390 0.088
H 3.97781 -1.81570 0.57555 -0.097 0.285 -0.336
H -0.08078 0.05723 -2.78053 -0.166 0.275 -0.710
H 3.46295 0.12006 -3.23064 -0.533 -0.657 0.414
H 0.68300 -1.98075 1.55425 0.228 -0.027 -0.130
H 5.59814 0.62440 -0.98498 -0.692 -0.980 -0.454
H 5.86008 -1.02891 -0.55939 0.300 -0.359 -0.018
H -5.25971 3.01011 3.17504 -0.157 0.114 0.274
H 1.19126 0.51013 -3.94251 -0.074 0.077 -0.023
H 5.89277 -0.54204 -2.28242 -0.308 -0.158 0.293
H 0.96777 -3.56440 0.79541 0.410 0.705 0.017
H 2.26333 -2.77154 1.76660 -0.607 0.073 -0.376

***

Record 4
33
Properties=species:S:1:pos:R:3:forces:R:3 method="wB97M-V/def2-TZVPD" gap_ev="7.1 / 7.2" spin_multiplicity=4 relative_energy_ev=0.827 s_squared=3.8716
Mn -0.11734 0.43356 -1.95432 0.787 -0.142 0.831
Cl 1.18468 1.59205 -0.55101 0.101 0.414 0.812
F -5.53065 2.17362 1.84594 0.896 -0.202 -0.304
C -0.45792 -1.51906 0.36082 0.863 -0.248 -0.271
C 0.53327 0.20120 -3.94816 -0.313 0.581 -0.798
C -0.90280 0.31665 -3.92414 0.436 1.131 0.238
C -0.34979 -1.67838 -1.94960 0.434 -0.193 1.107
C -1.21786 1.61724 -3.39450 0.599 -0.259 -0.669
C -4.32497 1.82360 1.28137 -0.295 -0.025 0.041
C -4.17328 1.97166 -0.09214 0.879 -0.508 0.164
C 1.08676 1.40147 -3.43365 -0.681 -0.132 -0.678
C -1.96810 1.01698 0.11741 -0.267 0.301 0.272
C -3.32021 1.30069 2.09378 0.783 -0.141 -0.812
C 0.00439 2.27011 -3.05409 -0.699 -0.156 -0.870
C -1.23486 -1.68575 -0.80432 0.638 -0.279 -0.800
C 0.89916 -1.34180 0.00188 -0.836 -0.513 -0.586
C 0.99947 -1.36312 -1.42784 -0.757 -1.118 0.132
C -2.09455 0.89192 1.47663 -0.788 0.244 1.131
C -2.94685 1.54793 -0.66875 -1.419 0.432 -0.059
H 1.08575 -0.65112 -4.34746 -0.153 0.327 0.410
H -0.57151 -2.09430 -2.94304 0.095 0.364 0.713
H -1.29306 0.48723 2.10254 -0.341 0.201 -0.268
H -2.83742 1.62370 -1.73880 -0.151 -0.019 0.291
H 2.14120 1.62828 -3.37575 -0.147 -0.124 0.342
H 0.06325 3.27569 -2.62841 0.164 -0.667 -0.068
H 1.93561 -1.42066 -1.99628 -0.534 0.051 0.315
H -4.97395 2.34314 -0.72120 0.030 0.051 0.181
H -2.21075 2.04934 -3.36080 0.323 -0.102 0.089
H -3.47332 1.20095 3.16746 0.041 0.042 -0.284
H -1.63116 -0.40022 -4.27428 0.168 -0.024 0.113
H -0.81656 -1.61508 1.38402 0.013 0.258 -0.365
H -2.30236 -1.89688 -0.82588 0.310 0.151 -0.069
H 1.72103 -1.25903 0.70688 -0.180 0.304 -0.282

***

Record 5
39
Properties=species:S:1:pos:R:3:forces:R:3 method="wB97M-V/def2-TZVPD" gap_ev=7.6 charge=+1 smiles="C=C[n+]1ccc2ccc(NCC)c(C(F)(F)C(F)(F)C(F)(F)F)c2c1"
F 0.43216 -2.12523 -3.23896 0.172 -0.007 -0.111
F -0.67045 -2.47745 0.03397 0.035 0.349 0.356
F 0.05587 -3.85236 -1.43877 -0.088 -0.056 0.043
F 1.13166 0.12861 -2.81728 0.314 0.069 -0.045
F 1.40951 -2.39536 -0.64816 0.187 0.384 0.327
F -0.94569 0.57688 -2.50420 -0.111 0.010 -0.132
F -1.54615 -1.82976 -2.46303 -0.389 0.071 0.453
N -3.15233 0.18757 0.71472 -0.123 -0.384 0.586
N 2.75051 0.59103 -0.83133 -0.445 -0.201 0.680
C -1.79631 0.98452 2.48113 -0.568 -0.315 -0.831
C 0.12000 -0.12933 -2.00942 -0.618 0.020 0.263
C 3.87276 -0.12442 -0.19024 0.663 0.087 -0.724
C 1.67675 1.10995 1.29162 -0.291 -0.191 0.500
C -2.11352 0.08769 -0.10534 0.050 0.135 0.116
C -4.45071 -0.19097 0.20209 -0.467 -0.067 -0.316
C 1.56073 0.66173 -0.05368 0.163 0.033 -0.581
C 0.15300 -2.59657 -1.00608 -0.318 -1.001 -0.771
C -5.55389 0.51816 0.37543 0.271 0.051 0.491
C 0.32856 0.33041 -0.57494 0.155 0.234 0.553
C -0.67072 0.86896 1.63248 0.428 0.292 0.819
C -3.01826 0.63564 1.99596 0.312 0.267 0.559
C -0.24605 -1.66820 -2.17962 0.794 0.077 -0.489
C 0.61252 1.20294 2.13343 0.201 -0.113 -0.621
C 5.08124 0.79341 -0.04927 -0.360 0.304 -0.338
C -0.81186 0.43118 0.30200 -0.314 -0.067 -0.450
H -2.34551 -0.24842 -1.10101 -0.063 -0.063 -0.004
H 2.66323 1.36294 1.65110 0.094 0.039 -0.027
H 3.58253 -0.61322 0.73893 -0.150 0.165 0.120
H -6.38585 0.39695 -0.29896 -0.342 -0.632 0.370
H 4.91303 1.59150 0.67341 0.134 -0.104 0.270
H 5.20867 1.30055 -1.00853 0.125 -0.030 -0.078
H 0.73988 1.52557 3.15481 -0.082 0.079 0.084
H 4.16448 -0.91985 -0.87719 -0.083 -0.200 0.083
H -4.47681 -1.14111 -0.31131 0.437 0.295 -0.720
H 6.01064 0.26566 0.13880 -0.027 -0.078 0.280
H -3.90747 0.69094 2.60075 -0.157 -0.094 -0.110
H -1.71374 1.34267 3.49373 0.127 -0.002 0.087
H 3.01869 1.52544 -1.11355 0.073 -0.050 -0.184
H -5.68108 1.20134 1.20649 0.261 0.694 -0.504

***

Record 6
36
Properties=species:S:1:pos:R:3:forces:R:3 method="wB97M-V/def2-TZVPD" gap_ev=4.0 charge=-1
S -0.08411 -3.45698 0.06041 -3.320 4.929 -0.386
F -6.54676 -0.88158 1.11795 2.146 0.478 2.243
O -5.68685 0.12041 3.09354 -0.364 -3.601 -4.992
O 0.94987 1.06411 2.70117 0.449 -0.028 -0.295
N -1.54491 -3.01988 0.89499 -0.129 3.380 -1.984
N 0.05221 -2.03757 -0.88450 -2.286 1.440 0.805
C 1.33260 0.84809 -1.72606 4.218 -0.407 0.867
C 1.59386 0.88876 -0.17406 1.532 -0.383 -1.549
C -1.95577 -1.72142 0.44086 1.001 0.563 -0.766
C -2.45187 1.18911 -0.83620 2.539 -4.574 0.753
C 2.98132 0.72615 0.50274 0.079 -0.171 -4.338
C -5.54736 -0.67794 2.13416 0.852 2.095 3.258
C -4.17453 -1.49745 1.98984 0.200 -0.230 -1.394
C -3.19167 -0.82740 0.88178 0.127 2.075 -1.412
C 2.60648 0.65606 -2.63516 0.152 0.164 4.159
C 5.65554 0.34304 0.34421 -1.256 0.234 0.461
C 4.02978 0.51287 -1.95231 -2.422 0.324 1.687
C 4.25724 0.52629 -0.41254 -3.752 0.345 -1.224
C -0.16154 0.97986 -2.35628 0.280 -0.983 2.282
C -1.20167 0.34604 -1.27507 -2.939 1.153 1.240
C -3.44337 0.58510 0.25913 2.930 -3.171 -0.338
C -0.99666 -1.08078 -0.64614 0.457 -2.725 1.380
H 5.46314 -0.39989 1.21535 0.444 1.134 -1.541
H 3.12040 0.72955 1.64023 -0.839 0.078 -1.882
H 0.67922 1.01173 0.52874 1.983 -0.179 -0.731
H 6.51284 -0.04053 -0.30652 -1.264 0.709 0.845
H 5.89017 1.35515 0.85991 -0.052 -1.680 -1.027
H -4.32111 1.23950 0.57697 1.311 -1.259 -0.317
H 2.52887 0.60902 -3.77433 0.140 0.071 1.826
H -0.25695 0.37486 -3.32141 0.272 1.070 1.235
H 0.01094 1.00564 2.85606 -0.546 -0.021 0.257
H -0.45014 2.08355 -2.45714 0.408 -1.661 -0.152
H 4.92726 0.39381 -2.64781 -1.363 0.132 1.093
H -4.34424 -2.58298 1.61765 0.004 1.855 0.624
H -3.63839 -1.57545 3.01101 -1.108 0.481 -1.655
H -2.59386 2.21117 -1.32121 0.117 -1.636 0.969

***

no.,molar mass (g/mol)
1,557.3
2,369.2
3,516.2
4,315.7
5,367.3
6,317.4